# 1
Formula: C30H31I2N7OSeSiTm
Source: the OMol25 dataset
Level of theory: ωB97M-V/def2-TZVPD

The calculated total energy comes out at -5991.880130 a.u. The calculation puts the LUMO energy (spin up / spin down) at -0.12515 / -0.12503 hartree.

Geometry as ORCA input:
```
! RIJCOSX wB97M-V def2-TZVPD def2/J DEFGRID3
* xyz 1 3
Tm 0.51 0.07 0.11
I -2.69 1.31 6.90
C -2.33 0.71 4.94
C -2.97 1.46 3.95
C -2.70 1.18 2.62
I -3.79 2.11 1.03
C -1.80 0.20 2.25
O -1.47 -0.05 1.00
C -1.19 -0.55 3.26
C -0.25 -1.67 2.81
N 1.03 -1.12 2.27
C 1.74 -0.19 3.17
C 1.11 1.15 3.13
C 0.91 1.89 4.29
C 0.38 3.16 4.15
C 0.03 3.67 2.93
C 0.32 2.89 1.82
N 0.87 1.66 1.90
C -1.47 -0.31 4.59
H -3.66 2.22 4.21
H -0.75 -2.24 2.00
H -0.08 -2.38 3.61
H 1.62 -1.92 2.04
H 2.77 -0.10 2.76
H 1.77 -0.58 4.18
H 1.21 1.50 5.25
H 0.23 3.65 5.09
H -0.36 4.68 2.86
H 0.08 3.29 0.82
H -0.93 -0.90 5.34
N -3.23 -1.22 -2.07
C -2.08 -0.59 -1.88
N -0.97 -1.19 -1.62
C -0.98 -2.55 -1.34
N 0.00 -3.17 -0.80
N 1.04 -2.30 -0.57
C 2.19 -2.80 -0.51
C 3.34 -1.82 -0.47
C 4.60 -2.24 -0.77
C 5.62 -1.31 -0.99
C 5.30 0.02 -0.76
C 4.01 0.37 -0.42
N 3.04 -0.54 -0.27
C -2.17 -3.29 -1.67
C -2.24 -4.67 -1.67
C -3.42 -5.32 -1.92
C -4.62 -4.64 -2.11
C -4.57 -3.25 -2.14
C -3.33 -2.61 -1.99
H -4.03 -0.65 -2.27
H -2.06 0.48 -1.92
H 2.38 -3.86 -0.67
H 4.75 -3.29 -0.96
H 6.58 -1.66 -1.33
H 6.05 0.82 -0.90
H 3.75 1.42 -0.25
H -1.40 -5.28 -1.46
H -3.44 -6.41 -1.97
H -5.59 -5.12 -2.18
H -5.50 -2.74 -2.34
C 2.52 3.17 -4.02
Si 0.62 3.06 -3.67
C -0.32 1.88 -4.81
C -0.28 4.70 -3.50
Se 0.42 2.21 -1.44
H 2.77 3.83 -4.85
H 2.90 2.19 -4.25
H 3.09 3.57 -3.15
H -0.58 2.38 -5.74
H -1.24 1.54 -4.29
H 0.27 0.99 -5.06
H -0.25 5.25 -4.46
H 0.19 5.30 -2.69
H -1.29 4.53 -3.16
*
```

# 2
Formula: C30H31N2O2
Source: the OMol25 dataset
Level of theory: ωB97M-V/def2-TZVPD

The calculated total energy comes out at -1421.498003 a.u. The calculation puts the LUMO energy at -0.10229 hartree.

Geometry as ORCA input:
```
! RIJCOSX wB97M-V def2-TZVPD def2/J DEFGRID3
* xyz 1 1
C 5.34 -1.13 3.18
O 4.43 -0.20 2.54
C 3.33 0.29 3.19
C 3.00 1.64 2.97
C 1.68 2.02 3.05
C 0.66 1.17 3.52
C -0.78 1.68 3.44
C -2.04 0.84 3.58
C -3.28 1.49 3.77
C -4.49 0.78 3.81
C -4.47 -0.62 3.69
C -3.26 -1.27 3.45
C -2.07 -0.53 3.32
C 1.07 -0.09 3.99
C 2.38 -0.52 3.83
H 6.36 -0.75 3.07
H 5.09 -1.29 4.23
H 5.30 -2.09 2.65
H 3.80 2.32 2.68
H 1.42 3.01 2.69
H -0.90 2.66 3.96
H -3.31 2.57 3.89
H -5.44 1.30 3.90
H -5.40 -1.19 3.75
H -3.25 -2.36 3.33
H -1.16 -1.03 3.02
H 0.39 -0.77 4.48
H 2.70 -1.52 4.11
C -1.19 -2.23 -1.00
N -1.57 -1.06 -1.76
C -0.75 -0.02 -2.07
H -0.85 2.07 2.47
C 0.71 -0.06 -2.21
C 1.64 0.27 -1.20
C 3.00 0.21 -1.42
C 3.48 -0.20 -2.69
O 4.83 -0.26 -2.88
C 5.25 -0.72 -4.21
C 2.56 -0.53 -3.71
C 1.21 -0.47 -3.46
N -1.55 1.01 -2.47
C -1.17 2.40 -2.57
C -2.88 0.55 -2.62
C -2.89 -0.77 -2.18
C -3.81 -1.70 -2.65
C -4.61 -1.28 -3.72
C -4.61 0.06 -4.15
C -3.80 1.02 -3.54
H -1.90 -3.03 -1.22
H -0.18 -2.56 -1.32
H -1.23 -2.00 0.09
H 1.26 0.60 -0.25
H 3.71 0.45 -0.64
H 6.35 -0.73 -4.19
H 4.86 -1.73 -4.41
H 4.88 -0.03 -5.00
H 2.93 -0.84 -4.68
H 0.54 -0.74 -4.27
H -1.83 2.88 -3.30
H -1.29 2.89 -1.59
H -0.15 2.46 -2.94
H -3.81 -2.72 -2.26
H -5.20 -2.02 -4.26
H -5.21 0.34 -5.02
H -3.82 2.08 -3.82
*
```

# 3
Formula: C30H31N5O4P2Ru
Source: the OMol25 dataset
Level of theory: ωB97M-V/def2-TZVPD

The calculated total energy comes out at -2513.645600 a.u. The calculation puts the LUMO energy (spin up / spin down) at -0.21511 / -0.28560 hartree.

Geometry as ORCA input:
```
! RIJCOSX wB97M-V def2-TZVPD def2/J DEFGRID3
* xyz 2 5
Ru 0.96 0.85 0.35
N -1.74 -0.58 -0.13
P -1.17 0.74 -1.00
C -1.13 0.31 -2.74
C -0.34 1.02 -3.65
C -0.39 0.72 -5.00
C -1.23 -0.30 -5.45
C -2.01 -1.01 -4.55
C -1.97 -0.70 -3.20
C -2.36 2.07 -0.82
C -3.18 2.15 0.30
C -4.12 3.17 0.40
C -4.22 4.12 -0.61
C -3.40 4.04 -1.73
C -2.47 3.02 -1.84
P -0.59 -1.18 0.96
C -1.50 -1.71 2.41
C -2.17 -0.76 3.19
C -2.90 -1.16 4.28
C -2.97 -2.51 4.61
C -2.29 -3.45 3.86
C -1.55 -3.06 2.75
C 0.20 -2.61 0.23
C 1.39 -3.05 0.80
C 2.05 -4.15 0.27
C 1.53 -4.80 -0.84
C 0.36 -4.35 -1.43
C -0.31 -3.26 -0.89
H -2.73 -0.76 -0.01
H 0.32 1.82 -3.32
H 0.22 1.27 -5.70
H -1.26 -0.54 -6.50
H -2.67 -1.79 -4.90
H -2.59 -1.26 -2.51
H -3.11 1.43 1.10
H -4.77 3.22 1.25
H -4.96 4.91 -0.54
H -3.49 4.77 -2.52
H -1.86 2.95 -2.73
H -2.08 0.30 2.94
H -3.42 -0.43 4.88
H -3.54 -2.83 5.47
H -2.34 -4.50 4.12
H -1.03 -3.80 2.16
H 1.80 -2.55 1.68
H 2.96 -4.51 0.73
H 2.05 -5.65 -1.26
H -0.04 -4.85 -2.30
H -1.23 -2.91 -1.35
C 2.40 3.01 -1.72
O 2.48 1.63 -2.17
C 1.84 0.69 -1.52
O 1.84 -0.47 -1.81
H 2.42 3.61 -2.62
H 3.27 3.22 -1.11
H 1.49 3.18 -1.16
C -0.51 3.76 2.82
C 0.01 2.71 1.92
O 1.08 2.86 1.26
O -0.61 1.60 1.77
H 0.27 4.07 3.52
H -1.39 3.42 3.37
H -0.77 4.64 2.23
N 7.13 -0.65 2.24
C 5.99 -0.57 1.57
N 5.84 -1.24 0.43
N 5.04 0.20 2.12
C 3.91 0.31 1.54
N 2.85 0.47 1.06
H 7.92 -1.19 1.93
H 7.21 -0.14 3.11
H 6.59 -1.78 0.03
H 5.00 -1.15 -0.11
*
```

# 4
Formula: C30H32Br2Cl3F9N2O7P
Source: the OMol25 dataset
Level of theory: ωB97M-V/def2-TZVPD

The calculated total energy comes out at -9567.153730 a.u. The calculation puts the LUMO energy at -0.18089 hartree.

Geometry as ORCA input:
```
! RIJCOSX wB97M-V def2-TZVPD def2/J DEFGRID3
* xyz 1 1
C 1.72 5.96 4.04
C 0.32 5.87 4.56
Cl 0.12 6.60 6.10
C -0.72 5.31 3.93
Cl -2.31 5.34 4.61
C -0.65 4.68 2.59
C -0.41 5.43 1.45
C -0.12 6.88 1.44
Br -1.53 7.97 2.04
C 1.03 7.41 1.02
C 1.40 8.85 0.96
Br 2.41 6.26 0.38
C -0.46 4.75 0.23
N -0.73 3.46 0.18
P -0.77 2.65 -1.50
O -2.09 3.38 -2.07
Cl -1.42 0.83 -0.97
N -0.93 2.69 1.25
C -0.89 3.28 2.43
C -1.10 2.35 3.59
C 0.19 1.70 4.08
C 0.11 0.46 4.68
C 1.25 -0.15 5.15
C 2.48 0.47 5.03
C 2.59 1.71 4.42
C 3.92 2.39 4.27
C 1.43 2.30 3.95
H 2.43 5.69 4.82
H 1.93 7.00 3.78
H 1.87 5.36 3.15
H 0.78 9.45 1.62
H 2.44 8.97 1.27
H 1.35 9.21 -0.07
H -0.29 5.26 -0.71
H -2.71 3.72 -1.41
H -1.74 1.54 3.25
H -1.63 2.85 4.40
H -0.85 -0.04 4.78
H 1.20 -1.12 5.61
H 3.37 -0.02 5.42
H 3.77 3.47 4.16
H 4.46 2.04 3.40
H 4.54 2.26 5.16
H 1.52 3.26 3.45
C 0.05 -2.46 -0.47
C 1.52 -2.16 -0.31
O 2.32 -3.08 -1.07
C 2.48 -2.78 -2.35
O 2.02 -1.84 -2.93
C 3.39 -3.83 -3.03
F 3.07 -5.07 -2.65
F 4.66 -3.60 -2.68
F 3.29 -3.74 -4.35
H -0.17 -3.49 -0.18
H -0.54 -1.79 0.17
H -0.27 -2.32 -1.50
H 1.84 -2.28 0.72
H 1.76 -1.14 -0.61
C 3.25 -7.33 -4.68
C 2.50 -8.63 -4.50
O 1.80 -9.00 -5.70
C 2.52 -9.63 -6.62
O 3.67 -9.92 -6.56
C 1.62 -10.00 -7.82
F 0.82 -8.98 -8.16
F 0.85 -11.05 -7.50
F 2.36 -10.32 -8.88
H 2.57 -6.54 -5.01
H 3.71 -7.03 -3.75
H 4.03 -7.43 -5.43
H 1.73 -8.53 -3.74
H 3.17 -9.44 -4.20
C -6.18 0.27 -2.80
C -5.82 0.31 -1.33
O -6.53 -0.69 -0.58
C -5.99 -1.90 -0.59
O -4.97 -2.23 -1.13
C -6.83 -2.86 0.27
F -8.13 -2.71 0.04
F -6.60 -2.61 1.57
F -6.50 -4.12 0.02
H -7.26 0.37 -2.93
H -5.69 1.09 -3.33
H -5.88 -0.67 -3.25
H -6.12 1.26 -0.89
H -4.75 0.19 -1.18
*
```